(1)
Formula: C30H47FP2Sc
Source: the OMol25 dataset
Level of theory: ωB97M-V/def2-TZVPD

Output
Total charge: +1
ΔE to the lowest compared entry with this formula, charge and spin, kJ/mol: 0.0
Largest force on an atom, eV Å⁻¹: 3.410
HOMO level, eV: -10.33

Each line ends with the Mulliken charge.
CARTESIAN COORDINATES (ANGSTROEM)
C: -1.6357 -0.2991 2.6234  0.76
H: -0.2828 0.2501 -1.7703  -2.23
H: 4.2157 0.0890 -2.7365  0.58
H: -3.1534 0.4740 3.9086  0.30
C: -1.1759 0.7130 -2.2318  3.85
H: 3.1098 1.7682 -3.6883  0.60
C: -2.0585 0.6132 -4.5993  -0.74
P: 2.0902 0.7214 -1.6889  1.38
C: -3.2889 2.9569 -2.1064  -0.59
H: 3.9118 2.2926 -1.7005  0.51
H: 0.2594 -1.1667 5.3630  0.46
H: -2.3563 2.7516 -4.6414  0.27
P: 2.1100 -2.0064 -0.4539  1.20
H: -3.2948 0.9649 2.2010  0.44
H: -2.9014 0.1924 0.1368  0.57
H: 0.4346 -1.8198 -2.3157  -0.08
H: 1.5602 0.9416 -4.0968  0.35
C: 1.6540 1.9149 4.4876  -0.78
C: -0.1998 -2.1137 2.7756  0.63
H: 1.8412 -2.7780 -2.8229  0.54
C: 3.3030 1.8468 -0.8968  -1.57
Sc: 0.6342 -0.4812 0.9491  -1.06
C: 2.1509 0.9574 3.5710  -0.08
H: -0.9014 -0.9491 -3.6626  0.37
H: -3.9338 0.9922 -2.6846  0.20
H: -1.7010 3.9594 -1.0895  0.43
C: -2.5820 0.7748 3.0170  -1.49
H: 0.2899 -4.1856 2.9807  0.35
C: -2.9372 1.8293 -4.4426  -0.76
C: -2.8261 -0.8716 0.3819  -2.29
H: -0.4579 0.4321 5.1022  0.26
H: -2.6069 -1.4421 -0.5411  0.45
H: 4.1044 -2.4353 -1.8473  0.52
H: 0.6408 -3.4943 -1.7259  0.64
H: -1.9835 0.4754 -1.5259  -0.98
H: -0.6042 3.5012 2.4401  0.51
C: 0.1716 2.7968 2.7454  -0.85
H: 2.7474 2.6278 -0.3629  0.32
C: -1.1347 -3.4532 0.7263  -1.43
H: -0.0745 2.4672 -1.5632  0.40
H: 0.3408 1.8425 0.8010  0.71
H: 1.6154 -3.0920 3.4245  0.26
H: -2.0732 1.7238 3.2330  0.17
H: -1.4980 -0.9775 5.4169  0.39
H: 2.9094 0.2406 3.9178  0.41
C: -2.0062 3.1441 -1.7877  -1.02
H: 3.5389 -3.3219 0.9557  0.40
C: -0.6819 -0.9498 3.4520  0.81
C: 1.1699 -2.5673 -1.9750  -1.41
H: -3.8358 -1.1896 0.7062  0.39
C: 2.0625 1.5955 -3.3596  -1.63
H: -4.7817 2.3059 -3.4543  0.53
H: -3.6798 1.7746 -5.2652  0.48
H: -1.9331 0.1941 -5.6096  0.39
H: 3.9346 1.3016 -0.1860  0.38
H: 1.9277 -4.0963 0.7529  0.30
C: -0.9449 -2.2209 1.5422  0.70
C: -3.7752 1.9826 -3.1425  -0.72
C: 3.6876 -1.5295 -1.3800  -1.27
C: -1.3850 0.0473 -3.5950  -0.65
C: 3.3307 -0.4840 -2.4246  -1.16
H: 1.5434 2.5625 -3.2731  0.39
H: -4.0855 3.5290 -1.6070  0.41
H: 4.4239 -1.1687 -0.6396  0.43
C: 0.6891 1.8400 1.8531  -0.33
C: -1.7793 -1.0609 1.4258  0.90
C: -0.8954 2.2351 -2.2671  -0.38
H: -0.7988 -3.2993 -0.3117  0.08
H: 3.1649 -4.2017 -0.5556  0.50
H: -2.2181 -3.6677 0.6760  0.42
H: -0.6277 -4.3345 1.1499  0.31
C: -0.5792 -0.6418 4.8971  -1.73
H: -0.5189 2.4905 -3.2705  0.58
C: 0.6316 2.7685 4.0438  0.58
H: 0.2341 -3.3447 4.5098  0.44
C: 0.5261 -3.2292 3.4532  -1.77
H: 2.8738 -0.9193 -3.3349  0.43
C: 1.6350 0.9027 2.2842  0.35
F: -0.0229 3.5498 4.9689  -0.38
H: 2.0005 2.0266 5.5198  0.43
C: 2.7424 -3.5688 0.2410  -1.12

(2)
Formula: C30H48Cl2N3O7PdSi
Source: the OMol25 dataset
Level of theory: ωB97M-V/def2-TZVPD

Output
Total charge: -1
ΔE to the lowest compared entry with this formula, charge and spin, kJ/mol: 200.4
⟨S²⟩: 2.0053
Largest force on an atom, eV Å⁻¹: 3.145
HOMO level (spin up / spin down), eV: -3.98 / -3.98
Multiplicity: 3

Each line ends with the Löwdin spin population.
CARTESIAN COORDINATES (ANGSTROEM)
H: -8.4694 2.4178 -4.5009  0.00
C: -5.9301 -1.5699 -6.5935  0.00
C: -7.1640 0.8448 -5.1898  0.00
Pd: -3.4342 -2.5274 -3.1331  1.15
C: 0.9743 -1.4397 5.4983  0.00
O: -0.4272 -2.5786 -1.6338  0.04
H: -0.7042 -2.3531 1.3052  0.00
H: -0.6762 4.1643 -0.5313  0.00
C: -6.0913 -2.5646 -7.5703  0.00
H: 3.3661 -0.7190 -0.2665  0.00
H: -3.4113 -3.2695 -5.5351  0.02
O: 0.3265 1.0092 -0.7824  0.00
H: -0.4766 3.6680 -4.4319  0.00
C: 2.3020 -0.9623 -0.1351  0.00
H: -6.0015 2.2909 -3.1557  0.00
H: 1.7724 -0.9352 -1.0886  0.00
C: -0.1242 -0.5718 5.5682  0.00
C: -5.7532 -0.9253 -4.1401  0.00
N: -1.0432 -4.7425 -2.0285  0.01
H: -2.8746 -1.4401 -6.4332  0.00
C: -2.7299 -3.5357 -4.7194  0.28
H: 0.4132 -6.1621 -2.4708  0.00
C: 1.0681 2.8670 -2.6051  0.00
H: -5.4262 0.8377 -2.2851  0.00
C: -6.0249 -1.9182 -5.2422  0.00
C: 0.3475 -2.0949 3.2076  0.00
C: -6.4939 -4.2132 -5.8516  0.00
H: -6.7175 -5.2324 -5.5487  0.00
N: 1.6942 -0.0113 0.7822  0.00
H: -6.9349 2.9950 -5.1934  0.00
H: -1.8728 0.1844 4.5246  0.00
H: 1.6619 -1.5229 6.3439  0.00
H: -7.1569 1.2224 -2.3391  0.00
N: 0.1635 3.8620 -2.4542  0.00
C: -6.2226 1.2426 -2.9220  0.00
H: -3.4157 0.1344 -7.0876  0.00
O: -4.3220 -0.8135 -3.9423  0.09
C: 1.2060 -2.1951 4.3655  0.00
C: -1.0094 -0.4792 4.4910  0.00
H: -5.7542 -0.5292 -6.8680  0.00
C: -6.3617 -3.8818 -7.2065  0.00
H: -0.3016 0.0305 6.4640  0.00
H: -0.2927 5.6328 -1.4638  0.00
H: 1.7322 2.7614 -1.7272  0.00
C: 2.4466 0.3068 1.9845  0.00
C: -1.6252 -0.0056 -3.4814  0.01
H: -1.6970 -3.2396 -4.9380  0.04
Si: -3.0334 0.2650 -4.6537  0.01
H: -1.7955 3.8601 -3.2367  0.00
H: -8.2066 2.3534 -6.2553  0.00
H: -1.7113 -0.1217 -6.6475  0.00
H: -1.2124 -1.0195 -3.6002  0.01
H: 0.1466 -4.9717 -3.7765  0.00
O: -1.5897 -1.8687 1.1478  0.00
H: 2.0568 -2.8709 4.2829  0.00
C: 0.6901 0.8155 0.3790  0.00
H: 0.2049 1.3303 1.2367  0.00
Cl: -5.1819 -2.7493 -1.5867  0.20
H: 3.4143 0.7690 1.7247  0.00
C: -0.7767 4.1754 -3.5103  0.00
H: -6.0853 -1.3884 -3.2009  0.00
O: 1.1714 2.1513 -3.6049  0.00
H: -2.8096 -4.6057 -4.4853  0.03
C: 0.2049 -5.1103 -2.6839  0.00
C: -6.4035 0.4277 -4.1642  0.00
C: -7.7166 2.2231 -5.2817  0.00
C: -2.0716 -5.7637 -1.8555  0.00
H: -6.4893 -4.6475 -7.9716  0.00
H: -0.8172 0.7120 -3.6853  0.00
C: -1.7855 -1.0621 2.1976  0.00
H: -2.8257 -5.7269 -2.6586  0.00
H: -2.4081 -3.1807 -1.8557  0.03
H: 1.0230 4.6613 -0.7304  0.00
H: -2.5948 -5.6024 -0.9002  0.00
C: -6.3221 -3.2277 -4.8775  0.00
H: -6.3908 -3.4604 -3.8133  0.00
H: 0.9998 -4.4667 -2.2933  0.00
H: 1.8609 1.0017 2.6000  0.00
H: 2.2315 -1.9662 0.3015  0.00
H: -5.9986 -2.2827 -8.6190  0.00
H: -7.4988 0.1475 -5.9582  0.00
Cl: -3.5475 2.2182 -4.7764  0.00
C: -2.7467 -0.3547 -6.3658  0.00
H: 2.6483 -0.6062 2.5569  0.00
C: -1.2887 -3.4204 -1.8459  0.06
C: 0.0471 4.6204 -1.2219  0.00
H: -1.8915 0.0979 -2.4207  0.00
O: 0.6371 -2.6737 2.1142  0.00
H: -1.5758 -6.7408 -1.8535  0.00
C: -0.8254 -1.2357 3.3412  0.00
O: -2.6755 -0.2254 2.2354  0.00
H: -0.7909 5.2644 -3.6558  0.00